w:
Below is a molecular structure, H9O4, with properties calculated with ωB97M-V/def2-TZVPD.

Computed properties:
**LUMO level**: -3.4 eV
**HOMO level**: -16.10 eV
**Net charge**: +1

Cartesian coordinates (Å):
O -0.848 1.054 -1.104
H -0.289 1.751 -0.701
H -0.702 -0.072 -0.699
H -0.509 1.074 -2.005
O -1.010 -1.555 2.147
H -0.864 -1.094 2.984
H -0.623 -2.418 2.356
O -0.261 -1.144 -0.386
H -0.433 -1.977 -0.854
H -0.579 -1.365 0.512
O 1.677 1.933 -0.854
H 2.363 1.410 -1.279
H 2.078 2.404 -0.117

Atomic partial charges in e from the Löwdin method, atoms 1 to 8: O 0.125; H 0.109; H 0.068; H 0.128; O -0.023; H 0.086; H 0.083; O 0.118



x:
Below is 4 unconnected molecules or ions with the total composition H9O4, with properties calculated with ωB97M-V/def2-TZVPD.

Computed properties:
**LUMO level**: -3.1 eV
**HOMO level**: -16.63 eV
**Net charge**: +1

Cartesian coordinates (Å):
O 0.106 2.376 -0.809
H -0.506 2.957 -1.275
H 0.901 2.905 -0.682
O 0.718 -0.556 2.291
H 0.429 -0.283 3.169
H 1.357 -1.265 2.425
O -0.501 -1.823 -1.582
H -1.127 -2.562 -1.609
H -0.037 -1.865 -2.428
O -0.563 0.050 0.179
H -0.024 -0.191 1.024
H -0.483 -0.684 -0.511
H -0.272 0.940 -0.192

Atomic partial charges in e from the Löwdin method, atoms 1 to 8: O -0.003; H 0.091; H 0.089; O 0.015; H 0.100; H 0.100; O -0.001; H 0.099



Q: Which of them is the least stable? A: w.



w:
Below is 2 unconnected molecules or ions with the total composition C4H12NPS, with properties calculated with ωB97M-V/def2-TZVPD.

Computed properties:
**LUMO level**: -1.0 eV
**HOMO level**: -7.60 eV

Cartesian coordinates (Å):
C 2.576 -0.917 -0.507
C -2.312 0.033 -1.041
C -2.202 -0.306 1.256
C 3.006 0.494 -0.132
N -2.597 0.602 0.205
P 0.427 1.410 1.542
S 1.353 1.557 -0.121
H 3.476 -1.396 -0.975
H 2.384 -1.529 0.406
H 1.781 -0.715 -1.268
H -2.639 -1.027 -1.003
H -2.864 0.539 -1.791
H -1.217 0.078 -1.367
H -1.158 -0.393 1.301
H -2.521 0.028 2.238
H -2.626 -1.286 1.047
H 3.562 0.999 -0.915
H 3.573 0.444 0.777
H -2.002 1.386 0.348

Atomic partial charges in e from the Löwdin method, atoms 1 to 8: C -0.205; C -0.185; C -0.206; C -0.518; N -0.193; P 0.330; S 0.309; H 0.078



x:
Below is a single C4H12NPS molecule, with properties calculated with ωB97M-V/def2-TZVPD.

Computed properties:
**LUMO level**: 0.7 eV
**HOMO level**: -8.41 eV
**SMILES**: CCNP(C)(C)=S

Cartesian coordinates (Å):
C 2.285 -1.692 -0.199
C -1.711 1.119 -1.515
C -1.613 1.114 1.422
C 1.673 -0.563 0.623
N 0.985 0.436 -0.156
P -1.197 0.133 -0.059
S -1.798 -1.707 -0.010
H 2.895 -1.279 -1.002
H 2.917 -2.316 0.426
H 1.503 -2.311 -0.635
H -1.303 0.655 -2.410
H -2.800 1.107 -1.576
H -1.343 2.137 -1.424
H -0.928 1.952 1.516
H -2.641 1.465 1.315
H -1.535 0.461 2.289
H 0.986 -0.981 1.370
H 2.465 -0.033 1.172
H 1.160 0.302 -1.149

Atomic partial charges in e from the Löwdin method, atoms 1 to 8: C -0.111; C -0.262; C -0.259; C -0.422; N -0.123; P 0.347; S 0.172; H 0.067



Q: Which of them is the least stable? A: w.



w:
Below is a single C5H7ClO2 molecule, with properties calculated with ωB97M-V/def2-TZVPD.

Computed properties:
**LUMO level**: 0.6 eV
**HOMO level**: -9.48 eV
**SMILES**: CO[C@@H]1C(=O)C[C@H]1Cl

Cartesian coordinates (Å):
C 1.979 -1.319 -0.184
C -0.122 -0.348 -0.190
C -1.485 0.001 0.500
C -1.271 1.552 0.231
C 0.141 1.159 -0.119
H 2.698 -1.698 0.523
H 1.873 -2.061 -0.995
H 2.247 -0.340 -0.590
H -0.273 -0.695 -1.224
H -1.486 -0.248 1.532
H -1.410 2.204 1.062
H -1.885 1.884 -0.635
O 0.772 -1.184 0.559
O 1.158 1.760 -0.243
Cl -2.936 -0.668 -0.226

Atomic partial charges in e from the Löwdin method, atoms 1 to 8: C -0.084; C -0.267; C -0.620; C -0.057; C -0.368; H 0.088; H 0.096; H 0.084



x:
Below is a single C5H7ClO2 molecule, with properties calculated with ωB97M-V/def2-TZVPD.

Computed properties:
**LUMO level**: 0.0 eV
**HOMO level**: -10.03 eV
**SMILES**: C[C@H]1OCC(=O)[C@@H]1Cl

Cartesian coordinates (Å):
C 1.379 -1.597 -0.922
C 0.311 -1.190 0.062
C 1.567 0.744 0.680
C 0.465 1.134 -0.174
C -0.466 -0.051 -0.509
H 2.026 -0.739 -1.441
H 0.774 -2.328 -1.557
H 1.998 -2.116 -0.273
H -0.374 -1.987 0.350
H 1.604 1.508 1.667
H 2.654 0.395 0.035
H -0.785 0.032 -1.645
O 0.792 -0.566 1.289
O 0.334 2.286 -0.612
Cl -2.144 -0.163 0.154

Atomic partial charges in e from the Löwdin method, atoms 1 to 8: C -0.050; C -0.492; C -0.006; C -0.433; C -0.570; H 0.128; H 0.121; H 0.055



Q: Which of them is the least stable? A: x.